56
Properties=species:S:1:pos:R:3:lowdin_charge:R:1 method="wB97M-V/def2-TZVPD" relative_energy_ev=1.4929 lumo_ev=0.05 homo_ev=-8.27 fmax_ev_per_a=0.78 homo_lumo_gap_ha=0.3060 smiles="CCCCCCn1cc(C(=O)O)c(=O)c2cc(F)c(N3CCN(C)CC3)cc21"
H 5.697 0.106 1.271 0.066
H 5.067 3.051 1.808 0.105
H 5.206 1.389 -0.739 0.112
C 5.402 0.923 1.925 -0.104
C -6.709 0.772 1.549 -0.101
C 1.518 -2.885 0.030 -0.304
H 0.649 1.729 -0.681 0.132
C 2.533 -0.832 -0.808 0.027
H 5.044 3.146 -0.718 0.114
O 1.584 -4.039 0.479 0.037
C -1.062 -0.299 -0.896 0.054
C -3.676 1.066 -0.633 -0.133
C 0.188 -0.877 -0.682 -0.124
C 3.287 2.092 -0.067 -0.213
H -6.548 -1.355 0.040 0.125
C -4.720 -1.025 -1.050 -0.133
H 2.872 2.970 0.433 0.121
H -7.658 0.281 1.338 0.084
F -3.257 -2.986 0.212 0.053
H 0.828 1.231 -2.379 0.134
H -2.733 1.588 -0.481 0.111
H 3.440 -0.315 -1.074 0.128
H -4.731 2.282 0.801 0.122
H -4.567 -2.073 -1.292 0.122
O 5.028 -1.955 -0.447 0.078
H -3.982 0.819 1.493 0.133
N -5.807 0.545 0.442 -0.234
H 4.390 0.734 2.275 0.066
C -2.153 -2.275 -0.129 -0.176
H 3.057 1.227 0.554 0.095
H -5.245 -0.551 -1.888 0.130
C 4.805 2.231 -0.171 -0.222
H -1.126 0.684 -1.326 0.096
C -5.583 -0.870 0.201 -0.179
H -4.202 1.511 -1.484 0.131
O 4.157 -3.866 0.283 0.129
N 1.363 -0.195 -0.958 -0.010
C 5.497 2.258 1.191 -0.262
H 2.445 2.913 -1.879 0.121
H 6.551 2.497 1.033 0.104
C 1.296 1.198 -1.388 -0.140
C 4.062 -2.630 -0.176 -0.500
H 3.241 -4.228 0.461 0.085
H -0.888 -3.877 0.462 0.138
H -6.319 0.385 2.504 0.089
C 2.635 1.929 -1.446 -0.184
C -2.269 -0.957 -0.630 -0.141
H -6.885 1.841 1.652 0.084
H 6.058 0.924 2.792 0.069
C 2.674 -2.101 -0.330 -0.022
H -5.087 -1.359 1.058 0.125
C -0.941 -2.873 0.071 0.080
C -4.539 1.221 0.625 -0.181
H 3.313 1.416 -2.130 0.113
C 0.254 -2.200 -0.198 -0.063
N -3.456 -0.337 -0.906 -0.082

***

115
Properties=species:S:1:pos:R:3:lowdin_charge:R:1 method="wB97M-V/def2-TZVPD" lumo_ev=0.20 homo_ev=-8.24 fmax_ev_per_a=5.90 homo_lumo_gap_ha=0.3101 smiles="COC[C@]1(CC(C)C)OS(=O)(=O)O[C@]1(C[C@H](C)O)C[C@H](C)Cl.CCN(CC)CC.CCN(CC)CC.CCN(CC)CC"
C -3.290 9.385 -1.119 -0.090
C 1.093 -8.169 6.715 -0.091
H -0.375 -1.605 -3.192 0.130
H 2.739 -8.537 3.542 0.112
H -0.981 1.010 0.383 0.135
Cl -5.809 -2.660 -0.381 0.555
H -3.550 -1.365 1.053 0.136
C -2.334 3.032 0.216 -0.117
O -2.177 0.369 -2.733 -0.247
H -1.228 6.130 -2.923 0.083
C 4.745 2.699 -4.019 -0.252
H 0.262 0.168 -3.210 0.154
H -2.141 8.757 -2.806 0.102
H 0.180 -10.142 4.118 0.068
O -4.479 -0.324 -4.095 -0.311
C -6.066 0.002 0.477 -0.156
H -0.810 -2.488 0.355 0.113
H 7.008 1.561 -3.398 0.119
H -0.512 -5.227 4.094 0.068
H -2.060 -6.046 4.355 0.071
H 0.955 -3.340 -2.646 0.080
N -1.014 8.221 -1.134 -0.191
C -1.328 -0.175 -1.616 -0.250
H -0.888 -5.961 5.670 0.065
H -1.453 10.102 -1.964 0.116
C 1.645 -8.624 3.528 -0.253
H 0.411 -0.693 0.496 0.060
H 3.713 2.581 -4.374 0.112
H -2.295 6.845 -0.137 0.091
H 5.367 2.376 -4.864 0.110
H 1.330 -3.293 -0.791 0.069
H -1.659 8.161 1.585 0.066
C -3.586 -0.759 0.024 -0.111
H -2.304 -5.584 1.560 0.080
H -3.198 10.083 -0.284 0.054
C -1.501 6.860 -0.889 -0.275
C 1.591 -7.263 5.593 -0.252
H 1.759 -10.300 4.918 0.055
H -2.971 4.014 0.040 0.108
H -1.261 3.309 0.645 0.113
C 6.392 1.708 -2.502 -0.268
C -0.990 -6.081 4.587 -0.098
H -2.887 2.391 1.026 0.091
N 4.984 1.779 -2.903 -0.188
H 0.557 8.118 0.232 0.107
H 7.790 0.500 -1.382 0.073
C -2.599 -3.860 0.053 -0.344
H 2.205 -0.649 -2.207 0.127
H 6.228 0.676 -0.584 0.064
C 6.710 0.551 -1.558 -0.093
C -1.599 -2.678 -0.485 -0.042
C -1.997 6.144 -2.143 -0.083
C 1.404 -0.854 -0.094 -0.112
H 5.982 4.359 -3.305 0.068
O -3.167 -1.857 -2.121 -0.256
H -6.641 0.860 -0.121 0.094
H -5.439 0.457 1.376 0.079
H 1.576 -10.758 3.231 0.073
H 2.770 -3.017 -1.975 0.087
H -3.489 0.379 0.358 0.106
H 3.526 2.770 0.066 0.068
C -1.121 1.257 -0.773 -0.114
C 5.014 4.181 -3.780 -0.093
H 4.050 0.904 -1.256 0.087
H -0.844 -4.377 1.576 0.081
H 1.373 -8.529 2.469 0.108
H 1.578 -9.147 6.688 0.055
H 2.079 -1.668 0.453 0.099
H -3.397 -3.524 0.838 0.113
C -5.115 -0.924 -0.543 -0.596
N 1.058 -7.491 4.250 -0.191
H 6.727 2.642 -2.041 0.096
H -1.124 -3.096 -1.498 0.144
C 1.259 -10.027 3.986 -0.094
H -0.652 -7.490 3.039 0.110
C 1.622 -2.812 -1.843 -0.104
H -1.711 9.899 1.216 0.055
H 6.394 -0.407 -1.984 0.078
C -1.612 -4.933 0.876 -0.088
C -2.397 -1.286 -0.963 -0.265
H 0.011 -8.315 6.690 0.068
S -3.138 -0.817 -3.501 0.896
C 1.275 -1.182 -1.679 -0.347
H -2.249 5.105 -1.903 0.051
H 3.722 3.926 -1.242 0.057
H -3.758 8.466 -0.757 0.068
H 5.019 4.712 -4.741 0.074
C -1.058 9.027 1.292 -0.095
H 2.989 1.846 -2.245 0.107
O -2.519 -1.594 -4.700 -0.331
O -2.235 2.215 -1.009 -0.232
H 2.688 -7.310 5.565 0.115
H -1.052 -5.675 0.144 0.101
H -3.983 9.840 -1.836 0.074
H 1.337 -7.721 7.684 0.073
C -0.048 -0.714 -2.467 -0.095
C -0.398 -7.402 4.103 -0.268
H -3.133 -5.673 -0.786 0.109
H -2.899 6.611 -2.549 0.069
C 4.002 1.843 -1.821 -0.266
H 5.146 3.168 -0.500 0.071
H -0.355 9.228 2.111 0.073
C -1.946 9.135 -1.795 -0.250
H -5.296 -0.450 -1.614 0.113
H -0.906 -8.225 4.615 0.096
H -6.925 -0.644 0.978 0.066
C -0.281 8.788 0.001 -0.254
H -0.108 1.726 -1.143 0.149
O -3.192 -4.692 -1.047 -0.131
H 0.192 9.729 -0.304 0.112
C 4.117 2.996 -0.828 -0.084
H 1.378 -6.225 5.877 0.101
H 2.020 0.163 0.008 0.079
H -0.676 6.256 -0.488 0.114
H 4.233 4.641 -3.171 0.055

***

49
Properties=species:S:1:pos:R:3:lowdin_charge:R:1 method="wB97M-V/def2-TZVPD" relative_energy_ev=0.0000 lumo_ev=1.22 homo_ev=-4.24 fmax_ev_per_a=4.15 homo_lumo_gap_ha=0.2007 charge=-1
O -2.460 -0.301 1.462 -0.357
O -8.787 -3.178 -0.775 0.040
C 4.679 3.924 0.032 -0.039
H -6.496 -4.093 -0.732 0.116
C 2.099 -1.236 0.780 -0.211
C 3.504 -1.737 2.717 -0.071
O -8.894 -0.975 -0.838 0.035
C 3.553 3.116 -0.112 -0.247
C 4.770 5.095 -0.727 -0.064
H 4.917 -3.356 2.488 0.099
H 3.835 -1.451 3.714 0.105
C -6.219 -0.698 -0.662 0.004
C -4.113 -1.739 -0.014 -0.215
C 2.610 4.627 -1.742 -0.038
C 2.528 3.467 -0.970 -0.246
C 1.780 1.042 0.018 -0.288
H -1.495 -0.506 -1.108 0.009
H 0.500 -0.525 -0.609 0.023
C -4.890 -0.595 -0.272 -0.045
H 1.793 4.866 -2.422 0.125
H -6.813 0.188 -0.848 0.115
N -8.247 -2.049 -0.794 -0.322
O 0.018 2.938 -0.373 -0.284
H -4.149 -3.918 -0.040 0.113
Cl -0.671 -2.678 -1.278 0.536
H 2.273 -2.634 -0.856 0.094
C 2.610 -2.396 0.149 -0.019
C 4.090 -2.802 2.024 -0.091
O 3.183 1.840 2.147 -0.303
C -6.039 -3.119 -0.590 0.006
O 4.438 0.682 0.280 -0.280
H 5.640 5.744 -0.608 0.107
O -2.173 -2.799 1.386 -0.379
C -4.706 -3.003 -0.207 -0.039
C 2.512 -0.972 2.104 -0.055
C 3.633 -3.138 0.749 -0.081
H 5.459 3.626 0.731 0.124
H 3.800 6.356 -2.199 0.105
C -6.821 -1.963 -0.744 -0.170
O 1.031 1.797 -2.387 -0.294
H -4.479 0.400 -0.153 0.115
H 4.096 -3.957 0.197 0.098
H 2.029 -0.175 2.660 0.114
S -2.431 -1.541 0.729 0.558
S 3.366 1.540 0.746 0.721
S 1.135 2.326 -1.041 0.702
C 3.740 5.438 -1.615 -0.068
C 1.335 -0.238 0.047 -0.049
C -1.075 -1.240 -0.444 -0.806

***

49
Properties=species:S:1:pos:R:3:mulliken_spin:R:1 method="wB97M-V/def2-TZVPD" lumo_ev="2.47 / 2.47" homo_ev="-0.68 / -4.41" fmax_ev_per_a=5.16 homo_lumo_gap_ha="0.1159 / 0.2528" charge=-1 multiplicity=2
H -1.441 0.196 -1.552 -0.006
H -5.507 2.338 0.800 0.000
H 4.711 2.110 2.017 0.000
O -1.549 -1.693 -3.185 0.009
H 2.308 1.722 0.992 -0.001
H -2.077 -1.966 1.028 -0.006
C 5.072 1.801 1.036 0.000
H 3.142 -1.069 1.037 0.002
C 1.297 -2.289 0.445 0.072
O -1.683 -3.262 -0.867 0.180
C 4.637 0.329 0.594 0.000
H 4.635 0.175 -0.485 0.000
H -4.019 2.685 -0.061 0.000
H 4.865 4.195 1.361 0.000
H -3.553 -2.838 1.438 0.028
H -2.719 1.313 -2.151 0.000
H 5.367 -0.373 0.997 0.000
H 1.013 -3.086 -0.242 -0.007
H 0.907 -0.255 2.324 -0.001
H 6.163 4.161 0.156 0.000
H 2.293 -2.144 0.028 0.005
H -1.276 1.177 -3.023 0.001
N 3.324 -0.077 1.081 0.001
C 5.087 4.066 0.302 0.000
C -4.806 1.942 0.066 -0.001
O 0.417 -1.102 0.459 -0.053
C 0.828 0.014 1.271 -0.002
N -2.343 -3.721 0.054 0.477
C -2.477 -2.943 1.298 0.025
H 2.120 0.588 -0.386 0.001
H -5.338 1.991 -0.884 0.000
H -1.532 -2.048 -2.293 0.006
H 0.037 0.756 1.156 0.000
O -2.784 -4.870 0.127 0.278
H -3.640 0.155 -0.447 0.000
C -4.213 0.537 0.398 0.007
O -5.310 -0.341 0.587 0.001
H 4.588 4.914 -0.167 0.000
C 2.121 0.689 0.699 -0.002
H -3.578 0.572 1.283 -0.001
H -1.904 -3.393 2.108 -0.017
H 1.489 -2.736 1.421 -0.009
C -1.965 0.577 -2.428 0.010
O 4.738 2.747 -0.031 0.000
H 6.147 1.622 1.020 0.000
C -2.485 -0.613 -3.230 -0.001
H -4.926 -1.195 0.799 0.007
H -2.826 -0.335 -4.227 -0.001
H -3.356 -1.024 -2.720 -0.002

***

19
Properties=species:S:1:pos:R:3:lowdin_charge:R:1 method="wB97M-V/def2-TZVPD" relative_energy_ev=1.1302 lumo_ev=-0.45 homo_ev=-9.97 fmax_ev_per_a=2.16 homo_lumo_gap_ha=0.3500 smiles=SS.O.O.O.O.O
O -1.609 -1.351 0.351 -0.090
H -1.136 -1.797 1.045 0.014
H 1.002 -0.140 -1.270 0.054
H 3.259 2.087 -0.777 0.064
H -1.080 0.628 -3.727 0.004
O 0.182 -0.184 -1.845 -0.068
H 0.511 -0.784 -2.519 0.048
H -2.324 -0.136 2.176 -0.195
H -0.448 -1.613 4.544 -0.193
H 0.435 1.182 1.240 0.037
H 1.990 1.217 -0.398 -0.015
H 1.040 0.393 2.411 -0.017
S -2.170 0.180 3.517 0.247
O 2.595 1.449 -1.128 -0.082
O 1.295 0.846 1.532 -0.112
S -0.269 -0.283 4.401 0.289
H -1.344 -0.699 -4.594 0.051
H -1.022 -1.170 -0.422 0.021
O -0.909 0.173 -4.537 -0.058

***

54
Properties=species:S:1:pos:R:3:lowdin_charge:R:1 method="wB97M-V/def2-TZVPD" relative_energy_ev=0.0000 lumo_ev=2.68 homo_ev=-3.11 fmax_ev_per_a=0.10 homo_lumo_gap_ha=0.2128 charge=-1
P 0.809 -0.442 -0.478 0.888
C -3.032 -0.552 -0.410 -0.768
C 1.918 1.413 -2.172 -0.723
H 0.289 -0.318 -3.283 0.094
C -0.325 5.785 0.483 -0.097
C 0.027 -2.319 -3.997 -0.078
C 2.316 0.351 -1.118 -0.236
C 0.133 -4.056 -2.344 -0.096
C 2.600 -1.526 1.408 -0.079
H -3.617 -2.161 1.790 0.068
O 0.962 2.417 0.726 -0.315
H -0.248 -4.406 -4.425 0.094
S -1.508 3.540 -0.531 0.633
C 0.394 -3.106 -1.364 -0.076
S -2.179 0.372 -1.645 0.533
C 0.566 -2.629 2.938 -0.077
H 2.546 6.226 2.212 0.097
H 3.941 -2.368 2.854 0.096
C -2.849 -0.342 0.900 -0.800
C -0.047 -3.665 -3.661 -0.101
C -3.645 -1.078 1.948 -0.149
C 1.890 -2.795 3.322 -0.099
H -4.158 -1.438 -2.008 0.049
H -5.013 -1.426 -0.460 0.067
H 0.542 -3.424 -0.341 0.095
C 0.257 -1.908 1.795 -0.112
H 3.399 -1.102 0.813 0.096
O 2.741 1.713 -3.025 0.013
C 0.268 -1.368 -3.020 -0.111
H -0.231 -3.053 3.536 0.102
H 2.752 0.899 -0.278 0.083
C 1.276 -1.356 1.018 -0.339
C 0.655 6.458 1.153 -0.089
C 2.907 -2.242 2.558 -0.094
H 3.054 -0.330 -1.537 0.096
S -1.713 0.860 1.510 0.506
Ir -0.504 1.388 -0.401 0.561
O 0.735 1.912 -2.068 -0.238
C 1.743 5.744 1.676 -0.077
H 0.076 -5.103 -2.073 0.095
H 0.592 7.531 1.277 0.101
C 1.775 4.394 1.489 -0.027
C -4.033 -1.550 -0.931 -0.142
C 0.465 -1.757 -1.693 -0.325
H -3.250 -0.872 2.944 0.049
H -0.123 -2.004 -5.022 0.103
H -0.774 -1.763 1.497 0.075
H -4.699 -0.778 1.940 0.071
H 2.129 -3.353 4.219 0.095
H -3.706 -2.579 -0.744 0.072
C -0.281 4.383 0.294 -0.639
H -1.179 6.299 0.065 0.100
H 2.557 3.741 1.844 0.134
N 0.797 3.742 0.821 -0.178